{
  "formula": "C4H4N2O",
  "method": "ωB97M-V/def2-TZVPD",
  "elements": ["C", "H", "C", "N", "C", "H", "O", "C", "H", "N", "H"],
  "xyz": [[0.2511, -0.6444, 1.1191], [-0.9628, 1.1337, -1.2126], [-0.8029, 1.1868, 0.9202], [-0.2722, 0.3855, 1.8267], [-0.0103, -0.4504, -0.2259], [0.7745, -1.4589, 1.6163], [0.6979, -0.6268, -2.5376], [0.7500, -0.8966, -1.3577], [1.5969, -1.4516, -0.9254], [-0.7176, 0.7071, -0.3286], [-1.3044, 2.1157, 1.1057]],
  "atomic_forces_ev_per_a": [[-0.045, 0.074, -0.214], [0.018, 0.045, 0.279], [-0.709, 0.315, 0.244], [-0.229, 0.295, -0.110], [0.126, -0.039, -0.607], [-0.079, 0.261, -0.326], [-0.670, 0.279, 0.463], [1.367, -0.953, 0.189], [0.290, -0.691, -0.563], [0.004, 0.206, 0.353], [-0.071, 0.207, 0.292]],
  "smiles": "O=Cc1cnc[nH]1",
  "spin_multiplicity": 1,
  "charge": 0,
  "gap_ev": 9.80,
  "e_homo_ev": -9.503,
  "de_lowest_kcal_mol": 13.3,
  "e_tot_ha": -339.5604
}